Below is a molecular structure, C17H35O3P3Re at a distorted geometry, with properties calculated with ωB97M-V/def2-TZVPD.

```
! wB97M-V def2-TZVPD RIJCOSX def2/J DEFGRID3
* xyz 4 4
P 3.38403 -1.41865 0.67756
C 4.13308 -1.45915 2.36250
H 5.22784 -1.37666 2.29820
H 3.85315 -2.37831 2.89187
H 3.71245 -0.58339 2.87576
C 4.33348 -2.85063 -0.01608
H 4.62396 -2.62593 -1.05182
H 3.68337 -3.74124 -0.00983
H 5.23155 -3.05926 0.58614
C 4.48533 -0.06773 0.04635
H 5.53430 -0.40478 0.01743
H 4.36759 0.79440 0.71790
H 4.14925 0.20854 -0.96131
P -1.17086 3.67816 -0.31168
C -1.30319 4.52338 1.29095
H -1.52661 5.59186 1.16701
H -0.34585 4.43135 1.81301
H -2.09593 4.06147 1.88822
C -0.04093 4.77281 -1.20632
H -0.13553 4.60895 -2.28187
H 0.96502 4.49361 -0.87564
H -0.22256 5.82583 -0.97437
C -2.88626 3.86391 -0.92215
H -3.14301 4.92669 -1.02973
H -3.57306 3.39581 -0.20276
H -2.96899 3.36794 -1.89500
P -2.18106 -2.78734 0.91152
C -2.96219 -3.17324 2.52721
H -3.75929 -3.91373 2.37653
H -3.38496 -2.22708 2.89092
H -2.20438 -3.52125 3.24106
C -3.68939 -2.79244 -0.14104
H -4.48029 -3.36067 0.36461
H -3.44464 -3.22851 -1.11889
H -4.02067 -1.75324 -0.27740
C -1.50753 -4.42292 0.43552
H -2.32068 -5.16133 0.44452
H -0.70426 -4.70632 1.12669
H -1.07577 -4.34761 -0.57253
Re -0.42855 1.53645 -0.67068
C 1.03176 1.74133 0.54057
O 1.95621 1.85210 1.27262
C -1.67430 1.01856 0.70120
O -2.43132 0.73093 1.56890
C -1.49593 0.37297 -2.93457
C -1.02212 -0.63989 -2.09226
C 0.28734 -0.53642 -1.53871
C 1.22041 0.33744 -2.17579
C 0.74667 1.33063 -3.05118
C -0.62348 1.38502 -3.37765
H -2.54380 0.41392 -3.25488
H -1.65637 -1.45412 -1.75598
H 0.65408 -1.26869 -0.80457
H 2.27704 0.26258 -1.91940
H 1.42366 2.10369 -3.41873
H -0.99644 2.22668 -3.96169
O 0.33763 -1.68748 2.23513
H 0.55839 -2.04358 3.11550
H -0.15746 -0.86544 2.41907
*
```

Output
Gap between HOMO and LUMO (alpha / beta)   9.06 / 6.51 eV
Energy relative to the best compared isomer or geometry (same formula, charge and spin)   0.0 kcal per mole
Expectation value of S²   3.760
Energy   -1995.194579 Ha
LUMO energy (alpha / beta)   -12.937 / -15.293 eV

For reference, the natural (NBO) charges in units of e are: 1.270 -0.929 0.306 0.276 0.259 -0.935 0.273 0.274 0.309 -0.925 0.315 0.269 0.230 1.147 -0.946 0.303 0.263 0.270 -0.937 0.259 0.253 0.312 -0.933 0.306 0.272 0.241 1.302 -0.942 0.303 0.272 0.277 -0.960 0.311 0.268 0.256 -0.955 0.311 0.274 0.256 0.228 0.594 -0.384 0.587 -0.383 -0.135 -0.144 -0.342 -0.158 -0.200 -0.178 0.292 0.263 0.275 0.270 0.303 0.299 -0.961 0.515 0.483